Here is a cluster of 2 separate species, C2H2N2O in total at a distorted geometry from the OMol25 dataset. Energies are from ωB97M-V/def2-TZVPD.

Summary:
**Charge**: 0
**Gap between HOMO and LUMO**: 11.508 eV
**SMILES**: N=C=O.C#N
**Energy relative to the best compared isomer or geometry (same formula, charge and spin)**: 1.095 eV

Each line ends with the Löwdin charge.
Element x y z (Å)
C1 0.98610 -0.70309 -0.27133  -0.5066
C2 -1.70203 0.52457 -0.08600  -0.0577
N1 1.76212 0.02444 0.25631  0.1874
N2 -1.46079 -0.46663 0.42513  0.0804
O1 0.66460 -1.65578 -0.87533  0.1173
H1 -1.88878 1.55608 -0.44517  0.0862
H2 1.63878 0.72041 0.99639  0.0929